No. 1
Below is 11 unconnected molecules or ions with the total composition C5H31NO12 at a distorted geometry, with properties calculated with ωB97M-V/def2-TZVPD.

Bonds (Å) are listed after each position.
Cartesian coordinates (Å):
1 C 0.21262 0.11845 0.81031  C2 1.519, H9 1.092, H10 1.090, H11 1.096
2 C -0.76390 -0.74177 0.02704  C1 1.519, O3 1.424, C4 1.562, H12 1.094
3 O -0.67090 -2.12264 0.36339  C2 1.424, H13 0.968
4 C -0.56574 -0.69467 -1.52112  C2 1.562, C5 1.532, H14 1.093, H15 1.088
5 C -1.58531 0.27883 -2.12117  C4 1.532, N6 1.441, H16 1.088, H17 1.091
6 N -1.08918 1.58624 -1.77523  C5 1.441, C7 1.348, H18 1.007
7 C -1.77528 2.66615 -1.35151  N6 1.348, O8 1.228, H19 1.094
8 O -1.13865 3.62874 -0.93242  C7 1.228
9 H -0.29790 0.64651 1.61816  C1 1.092
10 H 0.73952 0.89212 0.25230  C1 1.090
11 H 1.07717 -0.46725 1.14300  C1 1.096
12 H -1.77034 -0.37795 0.25278  C2 1.094
13 H -0.82120 -2.29880 1.30301  O3 0.968
14 H 0.42931 -0.37328 -1.84053  C4 1.093
15 H -0.59404 -1.73729 -1.83186  C4 1.088
16 H -2.56760 0.01645 -1.73491  C5 1.088
17 H -1.67724 0.13026 -3.19825  C5 1.091
18 H -0.10803 1.71577 -1.95885  N6 1.007
19 H -2.86053 2.57408 -1.24887  C7 1.094
20 O -3.11556 -3.46008 0.81830  H21 0.953, H22 0.963
21 H -3.68324 -2.86385 0.33797  O20 0.953
22 H -2.19681 -3.44529 0.52903  O20 0.963
23 O 2.22943 -3.21827 -1.34476  H24 0.966, H25 0.973
24 H 1.41715 -2.94885 -0.89637  O23 0.966
25 H 2.59577 -2.36782 -1.64192  O23 0.973
26 O 2.44631 2.09281 -1.31232  H27 0.968, H28 0.962
27 H 2.14384 2.60129 -0.54622  O26 0.968
28 H 2.68009 2.74966 -1.97455  O26 0.962
29 O 1.29983 3.39038 0.55367  H30 0.960, H31 0.969
30 H 1.49034 4.25971 0.91365  O29 0.960
31 H 0.47630 3.45202 0.04743  O29 0.969
32 O -0.05343 -1.52562 2.68333  H33 0.971, H34 0.958
33 H 0.52819 -0.77309 2.48728  O32 0.971
34 H 0.38779 -1.94187 3.42473  O32 0.958
35 O 2.60974 -0.54652 -2.22900  H36 0.962, H37 0.983
36 H 3.14526 -0.41541 -3.01722  O35 0.962
37 H 2.91164 0.20188 -1.66804  O35 0.983
38 O -4.24361 0.66446 0.25342  H39 0.965, H40 0.963
39 H -4.04896 0.90993 1.16602  O38 0.965
40 H -3.50308 0.07623 0.07436  O38 0.963
41 O -2.77515 -0.77796 2.35991  H42 0.961, H43 0.973
42 H -3.37880 -1.41551 1.96905  O41 0.961
43 H -1.91717 -1.21444 2.21544  O41 0.973
44 O 3.55620 -0.10815 0.64097  H45 0.957, H46 0.959
45 H 4.32435 -0.06418 1.21039  O44 0.957
46 H 3.41982 -0.97155 0.24656  O44 0.959
47 O 2.27319 0.63769 2.54050  H48 0.967, H49 0.963
48 H 2.72778 0.13678 1.84991  O47 0.967
49 H 2.08004 1.44563 2.05323  O47 0.963

Computed properties:
- LUMO: 0.0844 eV
- Net charge: 0
- SMILES: C[C@H](O)CCNC=O.O.O.O.O.O.O.O.O.O.O
- Multiplicity: 1
- HOMO: -0.36558 Eh
- HOMO-LUMO gap: 10.032 eV
- ΔE to the lowest compared entry with this formula, charge and spin: 377.05 kJ/mol

---

No. 2
Below is 13 unconnected molecules or ions with the total composition C6H35NO13 at a distorted geometry, with properties calculated with ωB97M-V/def2-TZVPD.

Bonds (Å) are listed after each position.
Cartesian coordinates (Å):
1 C -1.00121 -0.75610 2.56275  N2 1.471, H9 1.088, H10 1.086, H11 1.090
2 N -0.34327 0.34878 1.84921  C1 1.471, C3 1.492, C6 1.455
3 C 0.82024 0.87737 2.61902  N2 1.492, C4 1.534, H12 1.087, H13 1.097
4 C 1.97492 1.13430 1.64281  C3 1.534, C5 1.566, H14 1.097, H15 1.084
5 C 1.38193 0.92993 0.20758  C4 1.566, C6 1.560, H16 1.084, H17 1.084
6 C 0.15385 0.02058 0.52192  N2 1.455, C5 1.560, C7 1.493, H18 1.100
7 C 0.44870 -1.34576 -0.00342  C6 1.493, O8 1.218, H19 1.101
8 O 0.25895 -2.40772 0.56143  C7 1.218
9 H -0.40872 -1.63253 2.81620  C1 1.088
10 H -1.80725 -1.14177 1.94521  C1 1.086
11 H -1.40690 -0.30792 3.46982  C1 1.090
12 H 1.08756 0.35072 3.53198  C3 1.087
13 H 0.54264 1.89943 2.90543  C3 1.097
14 H 2.73553 0.34390 1.67777  C4 1.097
15 H 2.44282 2.10148 1.78661  C4 1.084
16 H 2.02835 0.39972 -0.48200  C5 1.084
17 H 1.17666 1.95327 -0.08504  C5 1.084
18 H -0.60349 0.44189 -0.15484  C6 1.100
19 H 0.90346 -1.41225 -1.00430  C7 1.101
20 H -0.61301 2.98900 0.69741  O22 0.969
21 H -1.75850 3.24743 -0.21619  O22 0.969
22 O -1.28970 3.66082 0.52420  H20 0.969, H21 0.969
23 H -1.78117 -2.02813 -1.71704  O25 0.961
24 H -2.51246 -0.69346 -1.40747  O25 0.961
25 O -2.24714 -1.53791 -1.03408  H23 0.961, H24 0.961
26 H -4.30846 1.52323 1.02663  O28 0.964
27 H -4.40226 -0.01197 0.70604  O28 0.969
28 O -4.55905 0.87795 0.35561  H26 0.964, H27 0.969
29 H 2.17304 -3.12574 1.02995  O31 0.963
30 H 2.27070 -1.80559 1.77512  O31 0.958
31 O 2.79743 -2.55356 1.48937  H29 0.963, H30 0.958
32 H 0.61179 -0.40804 -2.92633  O34 0.977
33 H -0.48850 0.66119 -2.13772  O34 0.954
34 O 0.37977 0.40553 -2.43852  H32 0.977, H33 0.954
35 H 2.16181 2.61055 -2.47739  O37 0.960
36 H 1.60256 1.28997 -3.05205  O37 0.969
37 O 2.31638 1.93863 -3.14480  H35 0.960, H36 0.969
38 H 4.87277 -1.12853 -0.13648  O40 0.965
39 H 3.69994 -2.02899 0.19412  O40 0.994
40 O 3.98754 -1.33662 -0.45814  H38 0.965, H39 0.994
41 H -3.83004 0.85001 -1.23766  O43 0.983
42 H -3.63694 0.93007 -2.90140  O43 0.954
43 O -3.25775 0.79941 -2.03537  H41 0.983, H42 0.954
44 H -3.70649 -2.63379 1.62431  O46 0.953
45 H -3.39375 -1.87341 0.32738  O46 0.974
46 O -3.98574 -1.88821 1.10061  H44 0.953, H45 0.974
47 H 3.99085 -1.07969 -2.29597  O49 0.967
48 H 3.40556 0.32515 -2.93255  O49 0.972
49 O 3.52462 -0.63613 -3.01711  H47 0.967, H48 0.972
50 H -2.35902 2.94599 1.90619  O52 0.974
51 H -2.15913 1.80628 2.84446  O52 0.964
52 O -2.73016 2.57431 2.72666  H50 0.974, H51 0.964
53 H 2.17154 -1.54066 -2.94572  O55 1.007
54 H 1.37392 -2.89049 -3.30183  O55 0.959
55 O 1.29430 -2.03193 -2.88238  H53 1.007, H54 0.959

Computed properties:
- LUMO: 0.0843 eV
- Net charge: 0
- Multiplicity: 1
- HOMO: -0.32886 Eh
- HOMO-LUMO gap: 9.033 eV
- ΔE to the lowest compared entry with this formula, charge and spin: 160.87 kJ/mol

---

No. 3
Below is 21 unconnected molecules or ions with the total composition C16H78N4O21 at a distorted geometry, with properties calculated with ωB97M-V/def2-TZVPD.

Bonds (Å) are listed after each position.
Cartesian coordinates (Å):
1 C -35.48533 -3.50047 8.96032  C2 1.513, H7 1.090, H8 1.091, H9 1.095
2 C -35.34482 -2.09730 9.50866  C1 1.513, C3 1.517, N6 1.474, H10 1.094
3 C -36.69207 -1.45080 9.76794  C2 1.517, O4 1.408, H11 1.107, H12 1.104
4 O -36.52375 -0.20643 10.40476  C3 1.408, C5 1.399
5 C -37.45517 0.77784 10.05688  O4 1.399, H13 1.097, H14 1.103, H15 1.089
6 N -34.48591 -2.10508 10.70614  C2 1.474, H16 1.030, H17 1.018
7 H -34.48473 -3.89763 8.79238  C1 1.090
8 H -36.05621 -3.52306 8.03069  C1 1.091
9 H -35.99734 -4.19588 9.63390  C1 1.095
10 H -34.81459 -1.50341 8.75780  C2 1.094
11 H -37.37522 -2.10618 10.34167  C3 1.107
12 H -37.26565 -1.33547 8.83198  C3 1.104
13 H -38.49667 0.47739 10.22545  C5 1.097
14 H -37.36948 1.11301 9.00971  C5 1.103
15 H -37.25632 1.66948 10.64896  C5 1.089
16 H -35.07357 -2.54287 11.42996  N6 1.030
17 H -34.39399 -1.16793 11.09425  N6 1.018
18 C -34.97398 4.25326 12.59643  C19 1.526, H24 1.092, H25 1.092, H26 1.092
19 C -35.94567 4.04503 11.43845  C18 1.526, C20 1.520, N23 1.469, H27 1.096
20 C -36.44768 5.37321 10.89598  C19 1.520, O21 1.421, H28 1.105, H29 1.105
21 O -37.10202 6.14606 11.89301  C20 1.421, C22 1.399
22 C -37.91185 7.21794 11.50124  O21 1.399, H30 1.085, H31 1.092, H32 1.099
23 N -35.25150 3.29004 10.38715  C19 1.469, H33 1.020, H34 1.020
24 H -34.85233 3.36195 13.21490  C18 1.092
25 H -35.35510 5.00005 13.29574  C18 1.092
26 H -33.98463 4.60404 12.29499  C18 1.092
27 H -36.82897 3.54551 11.85243  C19 1.096
28 H -37.16856 5.20517 10.07532  C20 1.105
29 H -35.63263 5.98427 10.46788  C20 1.105
30 H -38.44222 7.59128 12.37079  C22 1.085
31 H -38.60885 6.94989 10.70411  C22 1.092
32 H -37.29230 8.02904 11.09364  C22 1.099
33 H -34.54494 3.92136 10.00936  N23 1.020
34 H -35.87898 3.12224 9.60025  N23 1.020
35 C -39.97444 1.25497 16.35033  C36 1.521, H41 1.088, H42 1.091, H43 1.082
36 C -38.97830 1.22637 15.20068  C35 1.521, C37 1.506, N40 1.497, H44 1.095
37 C -39.06381 2.39794 14.25803  C36 1.506, O38 1.410, H45 1.107, H46 1.098
38 O -40.35910 2.54858 13.72082  C37 1.410, C39 1.412
39 C -40.43514 3.56085 12.73998  O38 1.412, H47 1.094, H48 1.084, H49 1.100
40 N -37.60422 1.18154 15.79417  C36 1.497, H50 1.021, H51 1.033
41 H -40.99668 1.27602 15.97793  C35 1.088
42 H -39.76883 2.14484 16.94738  C35 1.091
43 H -39.80463 0.40622 16.99910  C35 1.082
44 H -39.04237 0.24670 14.71499  C36 1.095
45 H -38.30541 2.25078 13.46545  C37 1.107
46 H -38.73234 3.33546 14.72276  C37 1.098
47 H -39.74919 4.38918 12.94255  C39 1.094
48 H -41.45452 3.90589 12.61407  C39 1.084
49 H -40.11513 3.08672 11.79991  C39 1.100
50 H -36.91285 0.90279 15.09610  N40 1.021
51 H -37.36304 2.14317 16.08334  N40 1.033
52 C -44.10712 3.07995 14.50740  C53 1.546, H58 1.102, H59 1.086, H60 1.094
53 C -45.07144 2.55325 13.42044  C52 1.546, C54 1.520, N57 1.455, H61 1.094
54 C -46.42276 3.24727 13.47606  C53 1.520, O55 1.401, H62 1.097, H63 1.095
55 O -47.07362 2.81699 14.63928  C54 1.401, C56 1.420
56 C -48.38432 3.35052 14.75172  O55 1.420, H64 1.096, H65 1.092, H66 1.094
57 N -44.51456 2.66683 12.08156  C53 1.455, H67 1.015, H68 1.017
58 H -43.61936 4.01239 14.18039  C52 1.102
59 H -43.34352 2.33991 14.72813  C52 1.086
60 H -44.62836 3.47442 15.38500  C52 1.094
61 H -45.24870 1.52032 13.73260  C53 1.094
62 H -46.94946 2.88504 12.58459  C54 1.097
63 H -46.31272 4.33629 13.44137  C54 1.095
64 H -48.82527 3.56697 13.77198  C56 1.096
65 H -48.44527 4.23784 15.38536  C56 1.092
66 H -49.00226 2.55094 15.17183  C56 1.094
67 H -44.40736 3.63755 11.80609  N57 1.015
68 H -43.53658 2.38767 12.09050  N57 1.017
69 O -37.58944 -1.99368 13.77212  H70 0.965, H71 0.985
70 H -37.61060 -2.84568 13.32019  O69 0.965
71 H -38.26081 -1.44298 13.30811  O69 0.985
72 O -39.51092 2.53458 20.09367  H73 1.002, H74 0.963
73 H -39.34259 3.30012 19.46908  O72 1.002
74 H -39.60403 2.92671 20.96818  O72 0.963
75 O -39.25160 4.51358 18.22537  H76 0.968, H77 0.987
76 H -39.95735 4.70818 17.59211  O75 0.968
77 H -38.43810 4.38134 17.68289  O75 0.987
78 O -42.00844 0.59537 12.50986  H79 0.987, H80 0.970
79 H -41.62912 1.26350 13.12907  O78 0.987
80 H -42.76623 0.21804 12.98248  O78 0.970
81 O -34.18715 0.45588 16.11994  H82 0.988, H83 0.963
82 H -34.70774 0.37527 15.28462  O81 0.988
83 H -34.20857 -0.42613 16.50547  O81 0.963
84 O -37.18820 6.14585 14.69343  H85 0.986, H86 0.970
85 H -37.15605 6.13114 13.70821  O84 0.986
86 H -36.89850 7.03527 14.94836  O84 0.970
87 O -42.59847 4.11848 10.36984  H88 0.969, H89 0.968
88 H -42.65377 3.31845 9.82647  O87 0.969
89 H -43.33145 4.67085 10.06277  O87 0.968
90 O -37.35074 0.84236 18.63086  H91 1.013, H92 0.969
91 H -37.51069 0.90484 17.63280  O90 1.013
92 H -37.88682 1.53837 19.03898  O90 0.969
93 O -41.40883 6.69435 11.07005  H94 0.974, H95 0.964
94 H -41.43713 5.72218 11.02034  O93 0.974
95 H -41.89968 6.99586 10.29720  O93 0.964
96 O -39.84927 -2.00798 18.51921  H97 0.979, H98 0.964
97 H -39.33929 -1.98345 17.68431  O96 0.979
98 H -39.24473 -2.38659 19.16833  O96 0.964
99 O -35.81193 0.18433 13.76821  H100 0.991, H101 0.969
100 H -36.28625 -0.68595 13.75911  O99 0.991
101 H -35.64344 0.41044 12.84162  O99 0.969
102 O -34.31950 3.41240 16.42577  H103 0.963, H104 0.980
103 H -33.40314 3.66712 16.27657  O102 0.963
104 H -34.30459 2.43270 16.44396  O102 0.980
105 O -39.92929 -1.34962 12.38719  H106 0.965, H107 0.981
106 H -39.83770 -1.67347 11.48329  O105 0.965
107 H -40.79829 -0.89400 12.40946  O105 0.981
108 O -39.88854 6.44312 15.59934  H109 0.985, H110 0.965
109 H -38.92350 6.29544 15.46760  O108 0.985
110 H -40.21629 6.73125 14.73855  O108 0.965
111 O -41.12377 0.26469 19.55963  H112 0.985, H113 0.989
112 H -40.42218 0.94813 19.66072  O111 0.985
113 H -40.67007 -0.49603 19.11954  O111 0.989
114 O -37.65028 -1.96833 16.71746  H115 0.968, H116 0.980
115 H -37.00393 -1.33274 17.05797  O114 0.968
116 H -37.62305 -1.87001 15.74324  O114 0.980
117 O -36.96802 4.11763 16.55877  H118 0.997, H119 0.995
118 H -35.97795 4.00557 16.58614  O117 0.997
119 H -37.10909 4.80875 15.85691  O117 0.995

Computed properties:
- LUMO: -0.3158 eV
- Net charge: 0
- Multiplicity: 1
- HOMO: -0.32260 Eh
- HOMO-LUMO gap: 8.463 eV
- ΔE to the lowest compared entry with this formula, charge and spin: 0.00 kJ/mol

---

No. 4
Below is C2H3N5O in the gas phase at a distorted geometry, with properties calculated with ωB97M-V/def2-TZVPD.

Bonds (Å) are listed after each position.
Cartesian coordinates (Å):
1 H 2.70986 -1.49523 -0.29204  N2 1.049
2 N 2.67637 -0.48337 -0.01681  H1 1.049, C3 1.285
3 C 1.45884 -0.07374 -0.03609  N2 1.285, N4 1.368, O9 1.403
4 N 0.27474 -0.75733 -0.07184  C3 1.368, C5 1.309
5 C -0.80426 -0.01686 -0.07430  N4 1.309, N6 1.339, N7 1.387
6 N -2.05095 -0.48511 0.06552  C5 1.339, H10 1.016, H11 1.046
7 N -0.81232 1.36479 -0.19801  C5 1.387, N8 1.244
8 N 0.24499 2.00677 -0.06894  N7 1.244, O9 1.346
9 O 1.36178 1.30561 0.20160  C3 1.403, N8 1.346
10 H -2.80752 0.14102 0.32566  N6 1.016
11 H -2.25153 -1.50653 0.16525  N6 1.046

Computed properties:
- LUMO: -0.6648 eV
- Net charge: 0
- SMILES: [H]/N=c1\nc(N)nno1
- Multiplicity: 1
- HOMO: -0.35114 Eh
- HOMO-LUMO gap: 8.890 eV
- ΔE to the lowest compared entry with this formula, charge and spin: 267.53 kJ/mol